(1)
Below is a single C19H17ClF2N4O3 molecule, with properties calculated with the ωB97M-V functional and the def2-TZVPD basis.

Last column: natural (NBO) charge in e.
Geometry (Å):
Cl (2.20, 5.49, -5.50)  -0.02
F (4.84, -3.90, 1.15)  -0.30
F (3.52, -3.73, -1.28)  -0.31
O (0.63, 3.20, -6.60)  -0.59
O (-3.12, -0.40, 2.06)  -0.49
O (-3.31, -0.04, 5.68)  -0.53
N (-1.04, -1.38, 1.65)  -0.53
N (-0.72, -0.54, -0.31)  -0.19
N (-1.97, -0.21, 0.04)  -0.34
N (1.20, 1.57, -5.25)  -0.61
C (1.20, 2.93, -5.50)  0.65
C (-0.09, -0.02, -1.48)  0.20
C (1.18, -1.74, 0.78)  -0.07
C (-0.15, -1.19, 0.70)  0.35
C (-0.40, 0.40, -3.83)  -0.25
C (1.96, -1.85, 1.99)  -0.18
C (-2.69, 1.22, 5.89)  -0.24
C (3.10, -2.55, 2.13)  -0.27
C (1.14, 0.61, -1.59)  -0.23
C (2.99, -3.14, -0.18)  0.32
C (-3.94, -0.17, 4.43)  -0.09
C (1.83, -2.30, -0.35)  -0.23
C (3.67, -3.24, 1.04)  0.35
C (1.62, 4.05, -4.54)  -0.45
C (-2.09, -0.67, 1.28)  0.60
C (-0.83, -0.11, -2.65)  -0.20
C (-3.03, -0.96, 3.49)  -0.10
C (0.80, 0.95, -4.02)  0.15
C (1.58, 1.06, -2.86)  -0.22
H (-4.12, 0.82, 3.97)  0.18
H (-4.88, -0.74, 4.46)  0.19
H (1.48, -1.53, 2.90)  0.23
H (3.69, -2.51, 3.09)  0.24
H (2.52, 1.55, -2.94)  0.22
H (-1.83, -0.62, -2.51)  0.24
H (-3.37, -1.98, 3.60)  0.19
H (-3.34, 2.00, 6.23)  0.17
H (-1.99, -1.01, 3.86)  0.22
H (0.70, 4.26, -4.00)  0.25
H (0.69, 1.14, -6.03)  0.41
H (-1.98, 1.12, 6.60)  0.19
H (2.35, 3.74, -3.86)  0.22
H (1.87, 0.78, -0.80)  0.24
H (-1.21, 0.37, -4.50)  0.23
H (1.50, -2.33, -1.38)  0.24
H (-2.17, 1.59, 4.95)  0.16

The value obtained for the HOMO energy is -8.78 eV. Its net charge is 0. As for the gap between HOMO and LUMO: 8.73 eV. As for the energy relative to the best compared isomer or geometry (same formula, charge and spin): 1.4765 eV. Its energy is -50036.1166 eV. Its spin multiplicity is 1.

=====

(2)
Below is a molecular structure, C19H17Co2N2O6, with properties calculated with the ωB97M-V functional and the def2-TZVPD basis.

Last column: natural (NBO) charge in e.
Geometry (Å):
Co (3.08, -1.02, 3.76)  -0.11
Co (2.92, 1.02, 2.41)  -0.11
O (4.01, 1.50, 5.09)  -0.60
O (4.60, 3.38, 2.00)  -0.57
O (4.87, -1.76, 5.97)  -0.55
O (0.20, 2.00, 2.81)  -0.59
O (0.36, -0.73, 4.84)  -0.56
O (3.05, -3.89, 3.20)  -0.56
N (1.21, -0.08, -1.28)  -0.29
N (-3.44, -0.54, -1.84)  -0.45
C (-4.51, 1.41, -2.62)  -0.41
C (2.45, 0.09, 0.94)  -0.31
C (1.43, -0.48, -2.56)  -0.01
C (3.03, -2.75, 3.43)  0.56
C (0.39, -0.60, -3.47)  -0.23
C (-3.36, -1.83, -1.22)  -0.40
C (-3.06, 1.74, -2.22)  -0.40
C (-0.05, 0.26, -0.87)  0.05
C (4.17, -1.51, 5.08)  0.51
C (3.11, -0.71, 1.80)  -0.45
C (1.28, 1.61, 2.69)  0.50
C (3.87, 2.48, 2.09)  0.51
C (-2.54, 0.52, -1.41)  -0.05
C (-0.90, -0.28, -3.06)  -0.24
C (-4.74, -0.05, -2.21)  -0.20
C (-1.11, 0.14, -1.75)  -0.05
C (3.56, 0.97, 4.15)  0.41
C (2.41, 0.27, -0.51)  -0.27
C (1.41, -0.85, 4.37)  0.50
H (-2.64, 0.71, -0.33)  0.18
H (-5.16, -0.66, -3.02)  0.19
H (2.67, 1.32, -0.72)  0.19
H (3.19, -0.35, -0.95)  0.18
H (-2.47, 1.85, -3.14)  0.21
H (-3.94, -2.55, -1.82)  0.19
H (-1.75, -0.30, -3.74)  0.22
H (-2.97, 2.66, -1.64)  0.22
H (3.85, -1.46, 1.44)  0.17
H (0.61, -0.90, -4.49)  0.22
H (-5.23, 2.06, -2.12)  0.21
H (-5.46, -0.12, -1.37)  0.15
H (-4.63, 1.51, -3.70)  0.20
H (2.47, -0.69, -2.81)  0.22
H (-3.77, -1.85, -0.20)  0.17
H (-0.17, 0.62, 0.16)  0.25
H (-2.32, -2.17, -1.17)  0.21

The value obtained for the HOMO energy is -1.58 eV. Its net charge is -1. As for the gap between HOMO and LUMO: 3.17 eV. Its energy is -110492.9655 eV. Its spin multiplicity is 1.

=====

(3)
Below is a single C19H17FN2O4 molecule, with properties calculated with the ωB97M-V functional and the def2-TZVPD basis.

Last column: natural (NBO) charge in e.
Geometry (Å):
F (0.34, 4.91, -3.13)  -0.32
O (2.39, -2.32, 2.40)  -0.62
O (-3.71, -2.24, -1.07)  -0.47
O (-2.45, -0.77, -2.31)  -0.49
O (-1.58, 0.47, 1.04)  -0.60
N (2.00, -1.17, 0.49)  -0.62
N (0.54, 1.37, 1.09)  -0.46
C (1.33, 3.37, -0.02)  -0.22
C (1.84, -2.33, -0.37)  -0.24
C (1.72, 1.26, 1.93)  -0.22
C (-0.48, 0.56, 1.53)  0.70
C (-3.76, -1.13, -1.94)  0.24
C (0.36, -2.47, -0.63)  -0.04
C (-0.49, 2.98, -2.07)  -0.27
C (0.47, 2.28, 0.02)  0.11
C (-0.25, -1.56, -1.50)  -0.31
C (-0.45, 2.09, -1.02)  -0.17
C (-1.80, -3.37, 0.03)  -0.25
C (1.29, 4.26, -1.08)  -0.27
C (2.04, -1.31, 1.84)  0.69
C (0.38, 4.05, -2.09)  0.38
C (-2.39, -2.45, -0.81)  0.23
C (-0.41, -3.35, 0.12)  -0.21
C (0.04, -0.21, 2.73)  -0.50
C (1.56, -0.08, 2.63)  -0.31
C (-1.62, -1.56, -1.57)  0.32
H (0.33, -0.86, -2.09)  0.22
H (1.95, 5.11, -1.11)  0.23
H (-1.12, 1.25, -0.99)  0.24
H (-4.33, -1.40, -2.84)  0.16
H (1.75, 2.07, 2.67)  0.20
H (2.04, -0.11, 3.61)  0.24
H (0.08, -4.03, 0.79)  0.22
H (-1.19, 2.83, -2.88)  0.23
H (-4.24, -0.28, -1.43)  0.16
H (2.24, -3.20, 0.16)  0.24
H (-0.32, -1.24, 2.72)  0.25
H (2.04, 3.55, 0.78)  0.22
H (-2.39, -4.05, 0.61)  0.23
H (1.58, -0.34, 0.11)  0.40
H (-0.35, 0.27, 3.63)  0.24
H (2.63, 1.32, 1.32)  0.22
H (2.40, -2.17, -1.30)  0.20

The value obtained for the HOMO energy is -8.15 eV. Its net charge is 0. As for the gap between HOMO and LUMO: 8.75 eV. As for the energy relative to the best compared isomer or geometry (same formula, charge and spin): 1.1184 eV. Its energy is -33867.2609 eV. Its spin multiplicity is 1.

=====

(4)
Below is 2 unconnected molecules or ions with the total composition C19H17N3O2, with properties calculated with the ωB97M-V functional and the def2-TZVPD basis.

Last column: natural (NBO) charge in e.
Geometry (Å):
O (3.57, -3.33, 1.57)  -0.58
O (2.96, -4.83, 0.33)  -0.59
N (1.62, -0.36, -3.35)  -0.30
N (3.04, -4.42, 1.47)  0.23
N (-0.55, 1.08, 2.69)  -0.31
C (1.05, 0.88, -3.03)  0.12
C (2.24, -0.72, -4.63)  -0.41
C (-2.58, -0.09, 3.75)  -0.22
C (-3.38, -1.20, 3.64)  -0.20
C (0.24, 3.11, -3.19)  -0.20
C (-1.21, -0.95, 1.94)  0.01
C (0.53, 0.78, -1.72)  0.00
C (-0.32, 3.01, -1.91)  -0.20
C (-0.18, 1.86, -1.18)  -0.22
C (-0.12, -0.49, 1.12)  -0.22
C (0.27, 0.75, 1.64)  0.11
C (1.47, -1.21, -2.28)  0.16
C (0.81, -0.56, -1.24)  -0.21
C (-2.04, -2.08, 1.84)  -0.20
C (-1.49, 0.05, 2.89)  0.11
C (0.40, -1.16, -0.03)  0.12
C (-3.11, -2.19, 2.69)  -0.20
C (0.91, 2.06, -3.76)  -0.23
C (-0.50, 2.33, 3.45)  -0.41
H (-0.62, 3.17, 2.77)  0.21
H (-0.61, 1.78, -0.20)  0.22
H (-0.86, 3.84, -1.50)  0.22
H (3.28, -1.00, -4.48)  0.23
H (-2.80, 0.68, 4.46)  0.21
H (-1.29, 2.36, 4.19)  0.23
H (0.40, -2.24, -0.01)  0.24
H (-4.24, -1.30, 4.28)  0.22
H (2.20, 0.12, -5.32)  0.22
H (1.82, -2.23, -2.28)  0.26
H (-3.77, -3.04, 2.61)  0.22
H (1.71, -1.56, -5.07)  0.22
H (0.46, 2.42, 3.94)  0.22
H (-1.84, -2.83, 1.09)  0.22
H (1.08, 1.36, 1.29)  0.24
H (0.13, 4.03, -3.74)  0.22
H (1.33, 2.13, -4.75)  0.22

The value obtained for the HOMO energy is -5.31 eV. Its net charge is 0. As for the gap between HOMO and LUMO: 3.09 eV. As for the energy relative to the best compared isomer or geometry (same formula, charge and spin): 6.9702 eV. Its energy is -28539.1269 eV. Its spin multiplicity is 1.

=====

(5)
Below is a single C19H17N3O5S2 molecule, with properties calculated with the ωB97M-V functional and the def2-TZVPD basis.

Last column: natural (NBO) charge in e.
Geometry (Å):
S (0.00, -0.89, 0.25)  0.49
S (1.51, -3.23, -4.57)  2.31
O (-2.15, 2.91, 2.54)  -0.49
O (-1.30, 1.19, 4.65)  -0.48
O (-0.91, -0.14, 2.28)  -0.59
O (2.73, -3.31, -5.31)  -0.94
O (0.92, -4.42, -4.04)  -0.93
N (1.93, 0.76, -0.27)  -0.40
N (0.37, -2.47, -5.54)  -1.08
N (0.81, 1.23, 1.71)  -0.65
C (-0.40, 1.74, 3.72)  -0.02
C (2.66, -1.05, -3.40)  -0.18
C (1.94, -0.11, -1.33)  0.23
C (-4.85, 0.40, 4.45)  -0.22
C (-4.34, 2.03, 2.77)  -0.23
C (2.82, 1.89, -0.13)  -0.27
C (0.95, -1.10, -1.22)  -0.25
C (2.49, 3.03, -1.05)  -0.19
C (-2.60, 1.22, 4.22)  0.30
C (-0.21, 0.83, 2.51)  0.65
C (1.43, 3.11, -1.84)  -0.38
C (2.80, -0.07, -2.43)  -0.25
C (0.82, -2.07, -2.20)  -0.18
C (0.97, 0.51, 0.65)  0.34
C (-3.02, 2.05, 3.18)  0.20
C (-3.53, 0.41, 4.86)  -0.26
C (-0.93, 3.09, 3.22)  -0.08
C (-5.25, 1.20, 3.40)  -0.22
C (1.68, -2.02, -3.27)  -0.33
H (-5.56, -0.24, 4.95)  0.21
H (3.21, 3.84, -1.02)  0.21
H (-6.28, 1.19, 3.07)  0.21
H (-3.19, -0.22, 5.67)  0.22
H (3.55, 0.70, -2.52)  0.23
H (1.26, 3.96, -2.47)  0.21
H (0.56, 1.87, 4.23)  0.22
H (0.69, 2.32, -1.90)  0.20
H (-1.07, 3.75, 4.08)  0.18
H (3.85, 1.56, -0.31)  0.22
H (0.08, -2.85, -2.13)  0.25
H (3.30, -1.08, -4.26)  0.25
H (2.74, 2.23, 0.90)  0.26
H (0.72, -2.31, -6.47)  0.40
H (-0.24, 3.54, 2.51)  0.21
H (-0.51, -2.97, -5.56)  0.40
H (-4.63, 2.67, 1.95)  0.22

The value obtained for the HOMO energy is -8.18 eV. Its net charge is 0. As for the gap between HOMO and LUMO: 8.39 eV. As for the energy relative to the best compared isomer or geometry (same formula, charge and spin): 0.5555 eV. Its energy is -56356.6861 eV. Its spin multiplicity is 1.

=====

(6)
Below is a single C19H17N3O6S2 molecule, with properties calculated with the ωB97M-V functional and the def2-TZVPD basis.

Last column: natural (NBO) charge in e.
Geometry (Å):
S (0.35, -4.62, -2.79)  2.23
S (4.29, -5.49, -2.25)  0.16
O (-2.08, 6.04, -1.22)  -0.71
O (-2.96, 6.84, 0.71)  -0.57
O (-0.42, -5.65, -2.01)  -0.94
O (0.43, -4.79, -4.24)  -0.91
O (-1.41, 2.43, 5.08)  -0.52
O (-1.26, 1.15, 3.00)  -0.51
N (3.23, -3.04, -2.19)  -0.40
N (1.78, -4.79, -2.00)  -0.87
N (-0.79, 0.92, -0.87)  -0.42
C (-1.94, 3.57, 4.58)  -0.06
C (4.89, -4.18, -1.22)  -0.63
C (-1.66, 1.23, 4.40)  0.22
C (-0.97, 2.55, 0.93)  -0.17
C (-0.07, -2.94, -2.21)  -0.33
C (-0.52, -0.43, -1.22)  0.14
C (-0.40, -1.87, -3.13)  -0.17
C (2.95, -4.31, -2.81)  -0.03
C (-0.67, -0.70, -2.56)  -0.21
C (-1.21, 2.42, 2.38)  0.42
C (-0.11, -1.42, -0.30)  -0.26
C (-2.11, 4.66, 2.29)  -0.12
C (-1.67, 3.55, 3.00)  -0.16
C (-1.30, 3.68, 0.23)  -0.12
C (-2.37, 5.98, 0.15)  0.79
C (-1.95, 4.73, 0.89)  -0.18
C (4.21, -2.89, -1.45)  0.14
C (-0.60, 1.28, 0.40)  0.13
C (0.09, -2.67, -0.87)  -0.10
H (5.91, -3.93, -1.51)  0.24
H (-1.06, 3.77, -0.81)  0.25
H (-1.48, 4.48, 5.06)  0.21
H (-2.81, 6.57, -1.67)  0.51
H (0.56, -3.41, -0.21)  0.23
H (-0.31, -2.05, -4.15)  0.24
H (4.71, -4.59, -0.25)  0.25
H (1.89, -5.77, -1.82)  0.42
H (-2.63, 5.48, 2.75)  0.24
H (-3.05, 3.67, 4.84)  0.17
H (-2.73, 1.07, 4.48)  0.15
H (-1.28, 0.37, 5.00)  0.20
H (2.79, -4.38, -3.91)  0.25
H (0.15, -1.35, 0.70)  0.22
H (4.51, -1.97, -0.95)  0.21
H (0.03, 0.64, 0.99)  0.17
H (-0.91, 0.17, -3.28)  0.23

The value obtained for the HOMO energy is -8.53 eV. Its net charge is 0. As for the gap between HOMO and LUMO: 7.75 eV. Its energy is -58400.1684 eV. Its spin multiplicity is 1.

=====

(7)
Below is a single C19H17NO4 molecule, with properties calculated with the ωB97M-V functional and the def2-TZVPD basis.

Last column: natural (NBO) charge in e.
Geometry (Å):
O (-1.29, 0.89, 0.18)  -0.59
O (6.90, -2.07, 0.65)  -0.56
O (-4.34, 0.78, 1.36)  -0.51
O (4.75, -1.56, 0.67)  -0.48
N (0.10, -0.79, 0.85)  -0.60
C (-3.39, -1.05, 0.25)  -0.08
C (-5.28, 1.83, 1.43)  -0.25
C (2.82, 1.33, -0.49)  -0.14
C (-5.41, -1.02, -1.67)  -0.19
C (2.45, -1.13, 0.73)  -0.31
C (1.36, -0.32, 0.47)  0.19
C (-3.41, -1.98, -0.78)  -0.18
C (-4.41, -0.09, 0.32)  0.39
C (3.94, 0.53, -0.24)  -0.21
C (-1.12, -0.19, 0.69)  0.70
C (5.58, 2.20, -1.23)  -0.65
C (5.30, 0.89, -0.57)  0.11
C (-4.41, -1.98, -1.73)  -0.24
C (1.56, 0.92, -0.14)  -0.27
C (-2.27, -1.03, 1.24)  -0.51
C (6.29, 0.02, -0.27)  -0.35
C (3.73, -0.72, 0.38)  0.42
C (6.05, -1.26, 0.37)  0.74
C (-5.41, -0.08, -0.65)  -0.32
H (7.32, 0.23, -0.50)  0.23
H (5.24, 3.02, -0.60)  0.23
H (2.34, -2.09, 1.21)  0.22
H (-6.20, 0.65, -0.62)  0.22
H (-4.41, -2.71, -2.53)  0.21
H (6.65, 2.31, -1.41)  0.23
H (0.12, -1.69, 1.29)  0.40
H (-2.62, -2.72, -0.83)  0.21
H (5.06, 2.27, -2.18)  0.23
H (-1.94, -2.04, 1.47)  0.21
H (-6.30, 1.46, 1.56)  0.17
H (-4.99, 2.42, 2.30)  0.20
H (-5.23, 2.46, 0.54)  0.18
H (2.95, 2.29, -0.96)  0.22
H (-6.19, -1.00, -2.41)  0.21
H (-2.62, -0.54, 2.16)  0.26
H (0.71, 1.55, -0.35)  0.26

The value obtained for the HOMO energy is -8.43 eV. Its net charge is 0. As for the gap between HOMO and LUMO: 8.51 eV. As for the energy relative to the best compared isomer or geometry (same formula, charge and spin): 0.2801 eV. Its energy is -29659.7306 eV. Its spin multiplicity is 1.

=====

(8)
Below is a molecular structure, C19H18AuCl3GeN2Se3Te, with properties calculated with the ωB97M-V functional and the def2-TZVPD basis.

Last column: natural (NBO) charge in e.
Geometry (Å):
Au (-0.02, 1.19, -1.73)  0.70
Te (4.74, 2.06, -3.07)  0.48
Se (3.92, -0.11, -1.90)  -0.10
Se (1.86, -0.47, -2.70)  -0.12
Se (2.74, 3.10, -3.70)  -0.33
Ge (-0.54, -1.08, -0.80)  1.30
Cl (0.60, 7.12, -1.08)  0.12
Cl (-2.10, 6.22, -1.68)  0.09
Cl (-0.14, 6.45, -3.81)  0.11
N (0.33, 3.60, -1.71)  -0.38
N (-2.18, 1.87, -1.99)  -1.08
C (1.14, -3.35, -0.39)  -0.22
C (-1.92, -0.61, 0.51)  -0.50
C (0.01, 4.69, -1.88)  0.32
C (-1.31, -2.16, -2.22)  -1.10
C (-3.12, 0.89, 1.98)  -0.23
C (2.12, -4.16, 0.23)  -0.22
C (3.17, -0.55, 3.28)  -0.19
C (2.85, -3.66, 1.27)  -0.15
C (-2.76, -1.65, 0.92)  -0.20
C (3.38, -1.82, 2.83)  -0.18
C (1.46, -0.22, 1.61)  -0.21
C (0.89, -2.07, 0.05)  -0.39
C (-3.77, -1.42, 1.84)  -0.19
C (-0.38, 6.08, -2.11)  -0.23
C (2.20, 0.26, 2.66)  -0.20
C (-3.95, -0.15, 2.37)  -0.19
C (1.65, -1.54, 1.13)  -0.01
C (-2.12, 0.66, 1.05)  -0.17
C (2.63, -2.35, 1.75)  -0.09
H (0.72, 0.42, 1.14)  0.19
H (2.04, 1.27, 3.02)  0.22
H (-0.57, -2.41, -2.98)  0.25
H (-2.40, 1.99, -2.97)  0.41
H (3.75, -0.16, 4.11)  0.22
H (-2.38, 2.74, -1.51)  0.40
H (4.12, -2.45, 3.31)  0.22
H (-1.71, -3.08, -1.79)  0.25
H (-2.13, -1.63, -2.71)  0.24
H (-4.73, 0.03, 3.10)  0.23
H (2.29, -5.16, -0.13)  0.23
H (0.59, -3.76, -1.22)  0.21
H (-2.63, -2.65, 0.52)  0.22
H (-2.79, 1.16, -1.61)  0.41
H (-1.48, 1.48, 0.75)  0.19
H (3.61, -4.27, 1.75)  0.22
H (-3.26, 1.88, 2.39)  0.22
H (-4.43, -2.22, 2.13)  0.23

The value obtained for the HOMO energy (alpha / beta) is -10.26 / -10.46 eV. Its net charge is +1. Its expectation value of S² is 0.757. As for the gap between HOMO and LUMO (alpha / beta): 5.92 / 5.95 eV. As for the energy relative to the best compared isomer or geometry (same formula, charge and spin): 0.4804 eV. Its energy is -324077.1062 eV. Its spin multiplicity is 2.

=====

- The highest spin multiplicity belongs to which entry?
  C19H18AuCl3GeN2Se3Te